[1]
# C22H22F2NO

2 unconnected molecules or ions with the total composition C22H22F2NO (wB97M-V/def2-TZVPD, the OMol25 dataset).

ORCA input file:
```
! wB97M-V def2-TZVPD RIJCOSX def2/J DEFGRID3
* xyz 1 1
C 4.42 2.69 1.15
C 3.04 2.16 1.13
C 1.98 3.07 1.16
F 2.23 4.40 1.20
C 0.68 2.62 1.14
C 0.37 1.24 1.07
C -0.94 0.69 1.06
C -2.24 1.26 1.08
C -2.54 2.63 1.06
C -3.84 3.10 1.09
F -4.08 4.43 1.08
C -4.91 2.20 1.13
C -6.29 2.74 1.16
C -4.64 0.84 1.14
C -3.35 0.38 1.11
C 1.46 0.35 1.04
C 2.76 0.81 1.07
H 5.16 1.89 1.16
H 4.61 3.31 0.28
H 4.59 3.31 2.04
H -0.08 3.37 1.19
H -0.95 -0.39 1.03
H -1.78 3.38 1.00
H -7.03 1.95 1.18
H -6.44 3.36 2.05
H -6.48 3.36 0.29
H -5.46 0.14 1.17
H -3.16 -0.68 1.12
H 1.26 -0.70 0.99
H 3.57 0.10 1.05
C 4.00 -5.19 -1.32
O 3.81 -4.04 -2.11
C 2.51 -3.48 -2.06
C 2.26 -2.39 -2.90
C 1.04 -1.77 -2.91
C 0.00 -2.21 -2.08
N -1.24 -1.56 -2.09
C 0.25 -3.30 -1.25
C 1.47 -3.92 -1.24
H 5.01 -5.56 -1.48
H 3.89 -4.93 -0.27
H 3.29 -5.96 -1.61
H 3.06 -2.05 -3.52
H 0.86 -0.93 -3.56
H -1.90 -1.67 -1.33
H -1.33 -0.63 -2.49
H -0.54 -3.65 -0.61
H 1.64 -4.75 -0.58
*
```

Summary:
LUMO level ... -5.97 eV
Energy relative to the best compared isomer or geometry (same formula, charge and spin) ... 18.5 kcal/mol

---

[2]
# C22H22F3

2 unconnected molecules or ions with the total composition C22H22F3 (wB97M-V/def2-TZVPD, the OMol25 dataset).

ORCA input file:
```
! wB97M-V def2-TZVPD RIJCOSX def2/J DEFGRID3
* xyz 1 1
C 0.83 -0.31 2.69
C 0.11 0.05 1.41
H 0.26 -0.78 0.59
C -1.35 0.20 1.75
C -2.05 1.35 1.68
C -3.48 1.46 2.16
C -1.43 2.64 1.20
C 0.02 2.51 0.79
C 0.69 3.78 0.36
C 0.68 1.34 0.88
H 0.69 0.52 3.40
H 0.42 -1.21 3.14
H 1.89 -0.46 2.53
H -1.82 -0.66 2.25
H -3.84 2.48 1.97
H -4.13 0.75 1.64
H -3.55 1.29 3.25
H -2.01 3.02 0.35
H -1.51 3.40 2.01
H -0.05 4.59 0.32
H 1.47 4.09 1.08
H 1.14 3.67 -0.63
H 1.76 1.35 0.67
F 3.92 0.95 -2.62
C 3.60 -0.20 -1.92
C 4.64 -0.87 -1.26
C 4.27 -2.01 -0.54
F 5.27 -2.74 0.07
C 2.95 -2.43 -0.41
C 1.89 -1.63 -0.94
C 0.51 -1.87 -0.44
C -0.73 -1.75 -1.25
C -1.75 -2.74 -1.13
C -3.02 -2.53 -1.68
C -3.31 -1.37 -2.43
C -2.27 -0.48 -2.64
F -2.51 0.61 -3.45
C -0.99 -0.64 -2.10
C 2.26 -0.62 -1.89
H 5.67 -0.53 -1.32
H 2.74 -3.39 0.10
H 0.45 -2.60 0.34
H -1.54 -3.71 -0.64
H -3.81 -3.27 -1.55
H -4.30 -1.19 -2.85
H -0.22 0.09 -2.34
H 1.56 -0.18 -2.62
*
```

Summary:
LUMO level ... -5.94 eV
Energy relative to the best compared isomer or geometry (same formula, charge and spin) ... 45.1 kcal/mol

---

[3]
# C22H22N2O2S2

C22H22N2O2S2 in the gas phase (wB97M-V/def2-TZVPD, the OMol25 dataset).

ORCA input file:
```
! wB97M-V def2-TZVPD RIJCOSX def2/J DEFGRID3
* xyz 0 1
C 2.92 0.77 2.67
O 2.25 1.20 1.47
C 1.86 0.22 0.48
C 0.50 -0.37 0.86
O 0.00 -1.25 -0.14
C -1.29 -1.69 0.09
C -1.56 -2.89 0.78
C -0.42 -3.77 1.27
N -2.79 -3.27 1.06
C -3.85 -2.56 0.63
C -5.11 -3.03 0.92
C -6.25 -2.33 0.53
C -6.11 -1.10 -0.13
C -4.86 -0.64 -0.51
C -3.69 -1.36 -0.10
C -2.36 -0.94 -0.40
S -2.09 0.56 -1.29
C 2.89 -0.88 0.34
C 4.02 -0.68 -0.44
C 4.21 0.56 -1.18
C 3.12 1.41 -1.37
C 3.24 2.72 -2.02
S 4.68 3.29 -2.87
C 2.22 3.60 -1.86
C 1.07 3.31 -1.07
C 0.03 4.33 -0.83
N 0.79 2.12 -0.66
C 1.76 0.99 -0.89
H 2.71 1.46 3.47
H 4.00 0.65 2.54
H 2.60 -0.24 2.93
H 0.59 -0.95 1.81
H -0.22 0.45 1.03
H 0.31 -3.85 0.44
H 0.03 -3.34 2.16
H -0.83 -4.73 1.51
H -5.19 -3.97 1.40
H -7.24 -2.66 0.85
H -7.01 -0.55 -0.47
H -4.81 0.30 -1.07
H -0.75 0.79 -1.10
H 2.75 -1.86 0.79
H 4.76 -1.46 -0.50
H 5.22 0.80 -1.45
H 4.94 2.13 -3.55
H 2.29 4.57 -2.27
H -0.06 5.05 -1.62
H 0.33 4.86 0.08
H -0.97 3.88 -0.64
H 1.33 0.35 -1.67
*
```

Summary:
LUMO level ... -0.72 eV
Energy relative to the best compared isomer or geometry (same formula, charge and spin) ... 0.0 kcal/mol
SMILES ... CO[C@]1(COc2c(C)nc3ccccc3c2S)C=CC=C2C(S)=CC(C)=N[C@@H]21

---

[4]
# C22H22N2O4

C22H22N2O4 in the gas phase (wB97M-V/def2-TZVPD, the OMol25 dataset).

ORCA input file:
```
! wB97M-V def2-TZVPD RIJCOSX def2/J DEFGRID3
* xyz 0 1
C 3.62 1.06 2.47
O 2.43 0.43 2.86
C 1.30 0.67 2.14
C 1.25 1.40 0.97
C 0.05 1.55 0.27
C 0.04 2.37 -0.98
O 0.23 3.57 -0.96
N -0.19 1.66 -2.12
C -0.31 0.21 -2.16
C -0.22 -0.17 -3.65
C -0.29 1.15 -4.35
C -0.36 1.43 -5.70
C -0.40 2.76 -6.10
C -0.36 3.78 -5.17
C -0.28 3.51 -3.81
C -0.25 2.19 -3.41
C -1.11 0.99 0.78
C -1.07 0.27 1.96
C 0.12 0.08 2.64
O 0.25 -0.62 3.80
C -0.67 -1.66 4.05
C -0.73 -2.64 2.92
C 0.40 -3.28 2.32
C 1.82 -3.18 2.75
N 0.02 -4.01 1.32
O -1.33 -3.90 1.21
C -1.78 -3.07 2.17
C -3.24 -2.81 2.22
H 4.36 0.78 3.21
H 3.51 2.15 2.45
H 3.95 0.72 1.48
H 2.13 1.87 0.56
H 0.48 -0.25 -1.57
H -1.27 -0.10 -1.74
H -1.03 -0.84 -3.95
H 0.72 -0.68 -3.88
H -0.39 0.63 -6.42
H -0.45 2.99 -7.15
H -0.38 4.81 -5.50
H -0.25 4.30 -3.08
H -2.05 1.14 0.27
H -1.99 -0.15 2.35
H -0.29 -2.15 4.96
H -1.67 -1.27 4.27
H 2.46 -3.65 2.01
H 2.10 -2.13 2.87
H 1.95 -3.67 3.71
H -3.53 -2.13 1.42
H -3.51 -2.37 3.18
H -3.79 -3.74 2.09
*
```

Summary:
LUMO level ... 0.58 eV
Energy relative to the best compared isomer or geometry (same formula, charge and spin) ... 70.3 kcal/mol
SMILES ... COc1cc(C(=O)N2CCc3ccccc32)ccc1OCc1c(C)noc1C

---

[5]
# C22H22N2O4S2

C22H22N2O4S2 in the gas phase (wB97M-V/def2-TZVPD, the OMol25 dataset).

ORCA input file:
```
! wB97M-V def2-TZVPD RIJCOSX def2/J DEFGRID3
* xyz 0 1
C -8.62 -1.50 -0.40
O -7.50 -2.29 -0.05
C -6.31 -1.68 0.13
C -6.08 -0.31 0.00
C -4.81 0.21 0.21
C -3.74 -0.62 0.54
C -2.40 -0.15 0.77
C -1.89 1.10 0.70
S -2.67 2.62 0.30
C -1.16 3.51 0.45
S -1.02 5.11 0.21
N -0.16 2.68 0.82
C 1.22 3.10 0.86
C 1.82 3.06 -0.56
C 1.48 1.71 -1.17
O 0.45 1.53 -1.79
N 2.38 0.75 -0.94
C 2.17 -0.64 -1.28
C 3.43 -1.25 -1.89
C 4.56 -1.22 -0.89
C 4.65 -2.20 0.10
C 5.64 -2.15 1.06
C 6.57 -1.11 1.05
O 7.57 -1.02 1.97
C 6.49 -0.13 0.06
C 5.49 -0.19 -0.89
C -0.47 1.33 0.97
O 0.35 0.50 1.30
C -3.99 -2.00 0.67
C -5.24 -2.52 0.47
H -9.45 -2.20 -0.50
H -8.85 -0.77 0.37
H -8.47 -0.99 -1.36
H -6.88 0.37 -0.26
H -4.66 1.27 0.10
H -1.67 -0.90 1.03
H 1.27 4.11 1.27
H 1.75 2.40 1.52
H 2.89 3.23 -0.51
H 1.35 3.84 -1.16
H 3.17 0.93 -0.33
H 1.34 -0.66 -2.00
H 1.87 -1.19 -0.39
H 3.21 -2.28 -2.18
H 3.71 -0.69 -2.78
H 3.93 -3.00 0.12
H 5.70 -2.92 1.82
H 7.51 -1.76 2.58
H 7.22 0.66 0.06
H 5.44 0.57 -1.65
H -3.17 -2.66 0.93
H -5.43 -3.57 0.56
*
```

Summary:
LUMO level ... -0.57 eV
Energy relative to the best compared isomer or geometry (same formula, charge and spin) ... 0.0 kcal/mol
SMILES ... COc1ccc(/C=C2\SC(=S)N(CCC(=O)NCCc3ccc(O)cc3)C2=O)cc1

---

[6]
# C22H22N2O6

C22H22N2O6 in the gas phase (wB97M-V/def2-TZVPD, the OMol25 dataset).

ORCA input file:
```
! wB97M-V def2-TZVPD RIJCOSX def2/J DEFGRID3
* xyz 0 1
C -6.75 -2.51 2.03
O -5.53 -1.81 2.07
C -5.04 -1.30 0.91
C -5.65 -1.41 -0.33
C -5.05 -0.84 -1.45
C -3.86 -0.16 -1.36
O -3.19 0.43 -2.40
C -3.75 0.33 -3.69
C -3.23 -0.05 -0.10
N -2.03 0.65 -0.06
C -1.19 0.84 0.97
O -1.32 0.43 2.11
C 0.05 1.69 0.60
C -0.13 3.06 1.27
C 1.04 3.96 0.94
O 2.16 3.84 1.38
O 0.70 4.92 0.08
C 1.35 0.96 0.99
C 1.99 0.79 -0.37
C 3.24 0.15 -0.63
C 4.01 -0.39 0.32
C 5.29 -1.05 0.13
C 5.88 -1.23 -1.13
C 7.09 -1.87 -1.25
C 7.75 -2.35 -0.13
C 7.18 -2.19 1.12
C 5.96 -1.55 1.25
N 1.29 1.30 -1.31
O 0.14 1.86 -0.83
C -3.82 -0.61 1.02
H -6.94 -2.82 3.06
H -7.57 -1.87 1.69
H -6.69 -3.39 1.40
H -6.58 -1.93 -0.45
H -5.55 -0.94 -2.40
H -3.84 -0.71 -4.01
H -3.05 0.86 -4.35
H -4.73 0.82 -3.74
H -1.74 1.03 -0.96
H -0.19 2.91 2.34
H -1.04 3.53 0.89
H 1.47 5.47 -0.15
H 1.98 1.57 1.64
H 1.15 0.01 1.48
H 3.52 0.13 -1.68
H 3.68 -0.34 1.35
H 5.38 -0.85 -2.01
H 7.54 -1.99 -2.23
H 8.70 -2.85 -0.23
H 7.69 -2.56 2.00
H 5.52 -1.42 2.23
H -3.35 -0.53 1.98
*
```

Summary:
LUMO level ... 0.12 eV
Energy relative to the best compared isomer or geometry (same formula, charge and spin) ... 90.6 kcal/mol
SMILES ... COc1ccc(OC)c(NC(=O)[C@@]2(CC(=O)O)CC(/C=C/c3ccccc3)=NO2)c1

---

[7]
# C22H22N6O2S2

A molecular structure, C22H22N6O2S2 (wB97M-V/def2-TZVPD, the OMol25 dataset).

ORCA input file:
```
! wB97M-V def2-TZVPD RIJCOSX def2/J DEFGRID3
* xyz 0 1
C -5.77 -1.59 1.98
H -4.96 -2.37 2.18
H -6.62 -1.70 2.34
H -5.40 -0.67 2.24
C -5.95 -1.73 0.23
C -4.72 -1.39 -0.22
N -4.11 -2.28 -0.81
N -2.87 -1.71 -1.55
C -2.62 -0.50 -1.16
N -1.39 0.12 -1.38
C -0.26 -0.11 -1.76
O 0.62 0.55 -2.00
C -0.07 -1.96 -2.19
H -0.96 -2.06 -2.55
H 0.81 -1.97 -2.78
S -0.01 -2.82 -0.40
C 0.03 -1.66 0.71
N -1.12 -1.15 1.36
N -0.65 0.10 1.91
C 0.48 0.30 1.89
N 1.01 -0.69 0.86
C 2.28 -0.79 0.70
C 2.97 -2.01 0.83
C 4.21 -2.31 0.55
C 5.02 -1.18 -0.48
C 4.51 -0.10 -0.46
C 3.13 -0.06 -0.07
H 2.70 1.24 -0.29
H 4.91 0.63 -0.82
C 6.46 -1.66 -0.61
H 6.43 -1.94 -1.74
H 6.89 -2.35 -0.14
H 7.03 -0.66 -0.70
H 4.70 -3.45 0.53
H 2.37 -2.98 1.25
C 1.25 1.66 2.34
O 1.53 2.41 1.12
C 0.50 2.88 0.75
C 0.90 3.51 -0.68
C -0.13 4.08 -1.51
C -1.29 3.74 -1.18
C -1.92 3.30 0.08
C -0.96 2.71 0.79
H -1.26 2.15 1.70
H -2.94 3.20 -0.01
H -1.94 4.12 -2.07
H 0.40 4.30 -2.47
H 2.10 3.41 -0.85
H 2.21 1.28 2.62
H 0.44 1.97 3.14
H -1.40 1.21 -1.17
S -3.79 0.27 -0.14
H -6.49 -0.71 0.00
H -6.28 -2.60 0.11
*
```

Summary:
LUMO level ... -0.01 eV
Energy relative to the best compared isomer or geometry (same formula, charge and spin) ... 545.1 kcal/mol

---

[8]
# C22H23Br33IN4O4S

A molecular structure, C22H23Br33IN4O4S (wB97M-V/def2-TZVPD, the OMol25 dataset).

ORCA input file:
```
! wB97M-V def2-TZVPD RIJCOSX def2/J DEFGRID3
* xyz 1 1
O -6.27 1.95 2.65
C -5.55 1.13 3.25
I -5.89 0.79 5.40
C -4.38 0.32 2.52
C -3.02 1.15 2.41
C -2.94 2.60 2.99
C -1.51 3.28 2.81
N -0.41 2.67 2.18
N -0.56 1.44 1.74
C 0.67 0.80 1.10
O 1.90 1.50 1.59
O 2.26 0.72 2.66
C -1.71 0.58 1.75
C -1.76 -0.91 1.20
C -1.61 -1.03 -0.40
S -0.25 -2.28 -0.81
C -0.44 -3.77 0.24
N -1.21 -4.97 0.08
N -0.91 -5.65 1.24
C 0.01 -4.94 2.10
O 0.32 -3.73 1.43
H -4.17 -0.61 3.17
H -4.74 -0.09 1.51
H -3.82 3.13 3.48
H -1.40 4.35 3.21
H 0.80 -0.28 1.42
H 0.63 0.94 -0.05
H 1.64 0.91 3.42
H -2.69 -1.48 1.53
H -0.87 -1.46 1.68
H -2.60 -1.32 -0.91
H -1.21 -0.03 -0.85
H 0.39 -5.30 3.11
C -1.10 7.05 5.47
Br 0.81 6.92 5.79
Br -1.59 6.27 3.76
Br -2.13 6.31 6.92
H -1.34 8.12 5.41
C -1.61 0.97 6.72
Br -1.45 1.69 4.92
Br -3.03 1.84 7.72
Br -1.81 -0.96 6.71
H -0.68 1.19 7.24
C 5.44 -0.78 1.28
Br 4.64 -1.13 -0.46
Br 5.77 -2.42 2.26
Br 7.04 0.31 1.13
H 4.72 -0.20 1.85
C -5.14 -2.89 7.62
Br -6.55 -1.69 8.23
Br -4.87 -4.36 8.85
Br -5.45 -3.51 5.81
H -4.22 -2.31 7.61
C 5.45 -5.60 -0.09
Br 3.61 -6.21 -0.09
Br 6.69 -7.07 0.16
Br 5.87 -4.57 -1.67
H 5.57 -4.94 0.76
C -1.88 0.05 -4.60
Br -0.83 1.01 -3.29
Br -2.89 -1.39 -3.79
Br -3.01 1.24 -5.63
H -1.18 -0.41 -5.30
C 8.93 -9.25 -3.00
Br 9.81 -10.18 -4.46
Br 7.06 -8.94 -3.37
Br 9.20 -10.15 -1.31
H 9.41 -8.27 -2.92
C 3.54 4.87 1.36
Br 3.52 6.67 2.07
Br 5.14 3.90 1.87
Br 1.94 3.88 1.83
H 3.56 4.96 0.27
C -2.10 4.69 -7.92
Br -3.86 3.95 -7.62
Br -1.28 5.28 -6.27
Br -0.95 3.47 -8.90
H -2.23 5.58 -8.55
C 3.18 3.24 -8.99
Br 4.07 4.95 -8.77
Br 3.92 2.23 -10.47
Br 3.17 2.22 -7.34
H 2.14 3.45 -9.24
C -4.34 0.18 -9.58
Br -6.10 -0.63 -9.68
Br -2.96 -1.15 -9.30
Br -3.97 1.29 -11.12
H -4.35 0.83 -8.71
*
```

Summary:
LUMO level ... -4.88 eV

---

[9]
# C22H23BrIO5PSr

A molecular structure, C22H23BrIO5PSr (wB97M-V/def2-TZVPD, the OMol25 dataset).

ORCA input file:
```
! wB97M-V def2-TZVPD RIJCOSX def2/J DEFGRID3
* xyz 2 1
C 3.41 -2.21 1.43
C 3.07 -2.23 0.26
C 2.85 -1.96 -1.22
C 1.83 -0.81 -1.30
C 2.32 0.54 -1.54
C 3.79 0.93 -1.78
C 4.66 1.15 -0.49
C 3.85 1.45 0.81
I 6.13 -0.43 -0.15
C 1.35 1.60 -1.59
C -0.05 1.34 -1.41
C -0.98 2.58 -1.52
C -1.16 3.37 -0.19
C 0.15 3.68 0.58
Br -2.53 2.51 0.98
C -0.55 0.00 -1.18
C 0.43 -1.08 -1.13
C -0.10 -2.48 -0.91
O 0.48 -3.49 -1.24
C -1.49 -2.70 -0.27
P -1.87 -4.35 0.50
O -3.11 -4.98 -0.09
C -2.38 -1.68 -0.32
C -3.79 -1.85 0.30
C -3.63 -1.73 1.84
O -3.19 -0.35 2.15
C -4.25 0.46 2.15
O -5.07 0.45 3.10
C -2.02 -0.34 -1.02
O -2.95 0.32 -1.42
H 3.57 -1.99 2.48
H 2.52 -2.88 -1.72
H 3.82 -1.69 -1.70
H 3.77 1.89 -2.34
H 4.29 0.20 -2.44
H 5.28 2.05 -0.68
H 4.56 1.36 1.65
H 3.04 0.73 1.01
H 3.52 2.51 0.83
H 1.73 2.61 -1.80
H -0.47 3.28 -2.21
H -1.95 2.35 -1.99
H -1.59 4.35 -0.47
H 0.93 4.02 -0.12
H -0.06 4.53 1.26
H 0.51 2.85 1.21
H -0.78 -5.24 0.25
H -2.01 -4.26 1.91
H -4.47 -1.06 -0.05
H -4.26 -2.83 0.06
H -4.56 -2.00 2.40
H -2.85 -2.39 2.25
H -4.35 1.11 1.25
Sr -4.87 2.69 3.73
*
```

Summary:
LUMO level ... -8.80 eV

---

Going through the records in order, we get E_tot values of -32136.065, -31313.942, -51914.512, -34340.143, -56012.764, -38435.085, -57854.301, -2367652.439, -121672.830 eV.
Going through the records in order, we get gap between HOMO and LUMO values of 3.91, 6.18, 7.29, 8.72, 7.39, 8.04, 7.80, 6.33, 3.65 eV.
Going through the records in order, we get molar mass values of 354.42, 343.41, 410.56, 378.43, 442.56, 410.43, 466.59, 3203.25, 692.82 g/mol.